Molecular formula: C54H40BrKN2O5P2
Method: DFT, wB97M-V/def2-TZVPD

Summary:
Electronic energy ... -6424.325949 Eh
Max |F| ... 0.038 hartree/bohr
Relative energy (zero: lowest compared OMol25 entry of this formula, charge and spin) ... 0.0 kJ/mol
Kohn-Sham gap ... 5.02 eV
LUMO level ... 3.633 eV

```
! RIJCOSX wB97M-V def2-TZVPD def2/J DEFGRID3
* xyz -2 1
K 0.318 -0.529 1.592
C 4.038 -0.509 4.901
C 3.727 0.378 5.921
C 2.582 1.144 5.820
C 1.743 1.017 4.707
N 2.061 0.166 3.718
C 3.174 -0.572 3.818
C 0.484 1.839 4.567
C -0.172 2.197 5.755
C -1.317 2.979 5.712
C -1.792 3.381 4.463
C -1.125 2.986 3.304
C 0.051 2.195 3.271
H 4.924 -1.131 4.931
H 4.378 0.482 6.783
H 2.334 1.867 6.586
H 3.376 -1.224 2.972
H 0.182 1.838 6.719
H -1.839 3.246 6.624
H -2.696 3.984 4.399
H -1.578 3.304 2.361
O -1.591 -3.341 4.099
C -1.660 -3.182 2.879
O -1.456 -2.135 2.192
C -2.000 -4.364 1.981
C -2.415 -5.555 2.562
C -2.711 -6.662 1.781
C -2.568 -6.573 0.401
C -2.148 -5.384 -0.184
C -1.868 -4.252 0.587
P -1.303 -2.609 -0.128
C -2.942 -1.739 -0.335
C -3.120 -0.826 -1.375
C -4.293 -0.094 -1.511
C -5.328 -0.255 -0.598
C -5.168 -1.158 0.445
C -3.988 -1.884 0.574
C -1.125 -3.150 -1.933
C 0.199 -3.326 -2.349
C 0.509 -3.719 -3.651
C -0.507 -3.934 -4.574
C -1.832 -3.751 -4.185
C -2.129 -3.365 -2.882
H -2.479 -5.578 3.643
H -3.040 -7.587 2.239
H -2.781 -7.432 -0.226
H -2.039 -5.345 -1.261
H -2.326 -0.671 -2.098
H -4.386 0.611 -2.329
H -6.241 0.323 -0.691
H -5.955 -1.292 1.177
H -3.881 -2.565 1.406
H 0.998 -3.121 -1.642
H 1.547 -3.838 -3.943
H -0.270 -4.226 -5.591
H -2.635 -3.908 -4.898
H -3.167 -3.226 -2.598
O -0.798 0.878 0.163
P -0.148 1.947 -0.656
C 1.643 2.264 -0.529
C 2.313 2.777 -1.639
C 3.681 3.028 -1.592
C 4.391 2.754 -0.432
C 3.731 2.245 0.680
C 2.364 2.006 0.649
C -0.914 3.555 -0.347
C -0.216 4.638 0.174
C -0.891 5.810 0.504
C -2.261 5.897 0.320
C -2.970 4.810 -0.183
C -2.300 3.642 -0.508
C -0.423 1.614 -2.420
C -0.790 2.569 -3.364
C -1.000 2.195 -4.689
C -0.848 0.868 -5.070
C -0.490 -0.093 -4.131
C -0.277 0.282 -2.812
H 1.786 2.959 -2.570
H 4.188 3.407 -2.472
H 5.463 2.913 -0.399
H 4.279 2.008 1.585
H 1.866 1.630 1.543
H 0.848 4.559 0.357
H -0.345 6.640 0.933
H -2.786 6.804 0.595
H -4.045 4.864 -0.296
H -2.859 2.779 -0.855
H -0.919 3.605 -3.072
H -1.285 2.944 -5.418
H -1.017 0.578 -6.102
H -0.381 -1.134 -4.409
H 0.005 -0.458 -2.068
Br 3.807 0.696 -5.304
C 4.335 -0.055 -3.642
C 5.673 -0.331 -3.417
N 6.109 -0.834 -2.262
C 5.199 -1.067 -1.311
C 3.834 -0.820 -1.457
C 3.397 -0.298 -2.655
C 2.893 -1.058 -0.278
O 3.409 -1.574 0.734
O 1.701 -0.704 -0.439
H 6.406 -0.132 -4.192
H 5.543 -1.462 -0.364
H 2.347 -0.068 -2.791
*
```

Atomic partial charges in e from the Löwdin method, atoms 1 to 2:
1. K 0.73
2. C -0.09

=====

Molecular formula: C28H53NO10S
Method: DFT, wB97M-V/def2-TZVPD

Summary:
Electronic energy ... -2303.782285 Eh
Structure (SMILES) ... [H]/N=C(\C)C[C@H](S)O[C@@H](CCOCC)[C@](CCCOC)(CC(=O)OC(C)=O)OC.CC(C)=O.CC(C)=O.CC(C)=O
Max |F| ... 0.096 hartree/bohr
Relative energy (zero: lowest compared OMol25 entry of this formula, charge and spin) ... 453.3 kJ/mol
Kohn-Sham gap ... 9.46 eV
LUMO level ... 0.336 eV

```
! RIJCOSX wB97M-V def2-TZVPD def2/J DEFGRID3
* xyz 0 1
C 2.794 -3.991 3.235
C 2.727 -2.739 2.193
O 1.462 -2.042 2.270
C 1.008 -1.677 0.942
C 0.076 -0.384 0.886
C -1.256 -0.496 1.832
O -2.413 -0.201 1.021
C -3.178 -1.358 0.632
S -2.241 -2.625 -0.368
C -4.018 -2.031 1.870
C -4.489 -3.476 1.354
C -3.894 -4.736 2.186
N -5.315 -3.661 0.339
C -1.081 0.524 3.102
C -2.272 0.202 4.092
C -2.140 -0.991 5.119
C -1.181 -2.206 4.792
O -1.974 -3.416 4.514
C -1.238 -4.600 4.863
C -1.403 1.982 2.441
C -1.125 3.217 3.398
O -2.085 3.622 4.112
O 0.083 3.961 3.505
C 1.023 3.633 2.480
C 2.402 2.858 2.703
O 0.755 4.030 1.316
O 0.256 0.338 3.534
C 0.610 0.839 4.816
H 3.669 -3.825 3.960
H 1.814 -4.060 3.812
H 2.973 -4.985 2.680
H 2.965 -3.174 1.162
H 3.538 -2.001 2.551
H 0.521 -2.614 0.470
H 1.934 -1.467 0.281
H 0.629 0.608 1.026
H -0.346 -0.344 -0.190
H -1.309 -1.588 2.147
H -3.999 -0.969 -0.080
H -1.511 -3.456 0.487
H -3.335 -2.066 2.779
H -4.972 -1.404 2.043
H -4.018 -4.457 3.293
H -2.783 -4.860 1.948
H -4.496 -5.692 2.019
H -5.411 -4.696 0.269
H -3.223 0.039 3.457
H -2.499 1.164 4.693
H -3.196 -1.421 5.311
H -1.820 -0.557 6.141
H -0.389 -2.057 3.992
H -0.603 -2.462 5.764
H -0.774 -4.588 5.907
H -0.383 -4.852 4.129
H -1.948 -5.511 4.843
H -0.895 2.108 1.413
H -2.532 2.026 2.208
H 2.877 3.154 3.702
H 3.149 3.193 1.892
H 2.306 1.718 2.576
H 0.933 1.950 4.795
H 1.558 0.273 5.161
H -0.141 0.741 5.661
C 3.579 4.802 -3.021
C 3.013 3.904 -1.954
O 3.705 3.074 -1.391
C 1.557 4.071 -1.609
H 4.637 4.570 -3.164
H 3.054 4.637 -3.964
H 3.488 5.846 -2.715
H 0.941 3.873 -2.490
H 1.376 5.083 -1.240
H 1.287 3.361 -0.827
C 3.522 4.148 -8.509
C 2.636 4.253 -7.295
O 2.572 5.282 -6.647
C 1.834 3.037 -6.915
H 4.039 5.097 -8.663
H 4.267 3.363 -8.358
H 2.918 3.930 -9.392
H 2.503 2.204 -6.694
H 1.155 2.771 -7.727
H 1.243 3.258 -6.024
C -1.502 -0.335 -7.497
C -0.004 -0.470 -7.421
O 0.681 0.386 -6.892
C 0.613 -1.703 -8.025
H -1.806 0.600 -7.023
H -1.821 -0.318 -8.541
H -1.977 -1.165 -6.970
H 0.387 -1.746 -9.093
H 0.231 -2.594 -7.522
H 1.696 -1.665 -7.898
*
```

Atomic partial charges in e from the Löwdin method, atoms 1 to 2:
1. C -0.08
2. C -0.25

=====

Molecular formula: C12H20N2O2
Method: DFT, wB97M-V/def2-TZVPD

Summary:
Electronic energy ... -729.161995 Eh
Structure (SMILES) ... [H]/N=C(/N)CCCC[C@H]1C(=O)O[C@H]2CCC[C@@H]21
Max |F| ... 0.091 hartree/bohr
Relative energy (zero: lowest compared OMol25 entry of this formula, charge and spin) ... 253.9 kJ/mol
Kohn-Sham gap ... 9.43 eV
LUMO level ... 0.803 eV

```
! RIJCOSX wB97M-V def2-TZVPD def2/J DEFGRID3
* xyz 0 1
O -1.212 -1.457 1.810
N 3.380 -3.981 -1.197
O -2.943 -0.183 0.877
C -1.630 -0.539 1.133
C 3.300 -3.108 -0.299
N 4.605 -3.044 0.189
C 2.084 -2.420 0.332
C 2.034 -0.871 -0.070
C 1.852 0.166 1.114
C -3.178 2.927 -1.237
C -4.106 1.849 -0.389
C 0.596 1.064 0.928
C -1.703 2.487 -1.113
C -2.990 0.695 -0.229
C -0.669 0.460 0.350
C -1.737 1.499 0.142
H 2.509 -4.381 -1.612
H 4.831 -2.655 1.024
H 5.120 -3.819 -0.160
H 2.115 -2.467 1.463
H 1.146 -2.863 -0.021
H 3.013 -0.596 -0.522
H 1.363 -0.783 -0.921
H 1.832 -0.308 2.138
H 2.767 0.794 1.093
H -3.375 2.919 -2.295
H -3.262 3.887 -0.839
H -4.215 2.324 0.580
H -5.056 1.388 -0.673
H 0.384 1.552 1.900
H 0.913 1.793 0.154
H -1.371 1.927 -1.969
H -1.076 3.395 -0.910
H -2.876 0.172 -1.160
H -0.536 0.140 -0.740
H -1.910 2.039 1.129
*
```

Atomic partial charges in e from the Löwdin method, atoms 1 to 2:
1. O 0.12
2. N 0.07

=====

Molecular formula: C6H12O
Method: DFT, wB97M-V/def2-TZVPD

Summary:
Electronic energy ... -311.005478 Eh
Max |F| ... 0.007 hartree/bohr
Relative energy (zero: lowest compared OMol25 entry of this formula, charge and spin) ... 141.2 kJ/mol
Kohn-Sham gap ... 10.70 eV
LUMO level ... 1.120 eV

```
! RIJCOSX wB97M-V def2-TZVPD def2/J DEFGRID3
* xyz 0 1
C 2.818 0.116 0.265
C 1.449 -0.502 0.532
C 0.302 0.406 0.081
C -1.062 -0.291 0.033
C -1.799 -0.350 -1.317
O -3.012 0.149 -0.737
C -2.333 0.447 0.490
H 2.989 0.230 -0.813
H 2.897 1.111 0.719
H 3.625 -0.504 0.669
H 1.337 -0.726 1.600
H 1.375 -1.467 0.014
H 0.536 0.794 -0.919
H 0.261 1.288 0.734
H -1.000 -1.280 0.498
H -1.933 -1.335 -1.779
H -1.387 0.348 -2.061
H -2.196 1.527 0.634
H -2.866 0.039 1.357
*
```

Atomic partial charges in e from the Löwdin method, atoms 1 to 2:
1. C -0.12
2. C -0.28

=====

Molecular formula: C10H8OS
Method: DFT, wB97M-V/def2-TZVPD

Summary:
Electronic energy ... -858.918356 Eh
Max |F| ... 0.094 hartree/bohr
Relative energy (zero: lowest compared OMol25 entry of this formula, charge and spin) ... 971.8 kJ/mol
Kohn-Sham gap (alpha / beta) ... 7.12 / 7.20 eV
LUMO level (alpha / beta) ... -2.035 / -1.999 eV

```
! RIJCOSX wB97M-V def2-TZVPD def2/J DEFGRID3
* xyz 0 1
C 1.355 -2.413 -0.280
C 0.184 -2.079 -0.110
C 2.354 1.375 0.210
C 1.902 0.781 -0.975
C 1.530 1.607 1.294
C 0.569 0.607 -1.170
C 0.198 1.389 1.099
C -0.298 0.904 -0.056
C -3.209 -1.671 -0.504
C -2.107 -0.986 -0.199
O -2.628 1.161 1.189
S -2.140 0.786 -0.132
H 2.164 -3.070 -0.119
H 3.455 1.639 0.411
H 2.495 0.553 -1.721
H 1.925 2.182 2.148
H 0.188 0.060 -1.938
H -0.382 1.379 1.903
H -4.229 -1.441 -0.668
H -3.327 -2.763 -0.382
*
```

Atomic partial charges in e from the Löwdin method, atoms 1 to 2:
1. C -0.07
2. C 0.00

=====

Molecular formula: C16H27N2O3
Method: DFT, wB97M-V/def2-TZVPD

Summary:
Electronic energy ... -960.862925 Eh
Structure (SMILES) ... CCCOc1ccc(C(=O)OCCN(CC)CC)cc1[NH3+]
Max |F| ... 0.017 hartree/bohr
Relative energy (zero: lowest compared OMol25 entry of this formula, charge and spin) ... 123.0 kJ/mol
Kohn-Sham gap ... 6.99 eV
LUMO level ... -3.265 eV

```
! RIJCOSX wB97M-V def2-TZVPD def2/J DEFGRID3
* xyz 1 1
C 4.357 -2.513 -2.585
H 5.050 -2.122 -3.325
H 4.677 -2.160 -1.608
C 4.357 -4.036 -2.638
C 3.420 -4.692 -1.626
H 3.605 -4.325 -0.615
H 3.567 -5.775 -1.635
O 2.042 -4.527 -1.981
C 1.294 -3.502 -1.513
C 1.646 -2.538 -0.570
C 0.736 -1.568 -0.192
C -0.542 -1.529 -0.740
C -0.911 -2.485 -1.680
C -0.003 -3.448 -2.050
N -0.334 -4.495 -3.040
H -1.101 -5.097 -2.714
H -0.598 -4.091 -3.948
H 0.538 -5.051 -3.131
H -1.908 -2.443 -2.094
C -1.564 -0.500 -0.371
O -2.666 -0.490 -0.860
O -1.112 0.362 0.524
C -2.013 1.402 0.926
H -2.800 0.959 1.542
H -2.479 1.844 0.040
C -1.215 2.467 1.683
N -1.983 3.690 1.781
C -1.173 4.895 1.710
H -0.600 4.839 0.779
C -0.214 5.134 2.880
H 0.472 4.298 2.999
H 0.367 6.033 2.694
H -0.761 5.271 3.810
H -1.854 5.742 1.620
C -2.944 3.655 2.875
C -3.971 4.777 2.787
H -4.788 4.575 3.474
H -3.540 5.738 3.051
H -4.370 4.835 1.778
H -2.448 3.680 3.859
H -3.473 2.702 2.799
H -0.913 2.065 2.664
H -0.309 2.664 1.105
H 1.016 -0.826 0.538
H 2.629 -2.534 -0.131
H 5.363 -4.404 -2.433
H 4.080 -4.370 -3.640
H 3.371 -2.104 -2.800
*
```

Atomic partial charges in e from the Löwdin method, atoms 1 to 2:
1. C -0.09
2. H 0.08

=====

Molecular formula: C4H11NO2
Method: DFT, wB97M-V/def2-TZVPD

Summary:
Electronic energy ... -364.212334 Eh
Structure (SMILES) ... CCC(N)=O.CO
Max |F| ... 0.034 hartree/bohr
Relative energy (zero: lowest compared OMol25 entry of this formula, charge and spin) ... 146.6 kJ/mol
Kohn-Sham gap ... 10.07 eV
LUMO level ... 0.612 eV

```
! RIJCOSX wB97M-V def2-TZVPD def2/J DEFGRID3
* xyz 0 1
C 0.406 0.228 -1.142
C 1.036 0.912 -2.337
C -1.157 0.196 -1.172
O -1.873 0.983 -1.752
N -1.690 -0.779 -0.385
H 0.806 -0.805 -1.112
H 0.640 0.661 -0.110
H 2.056 0.627 -2.487
H -2.675 -1.038 -0.462
H -1.283 -1.078 0.493
H 1.070 1.966 -2.106
H 0.758 0.737 -3.374
C 0.354 -0.003 2.690
O -0.148 -1.341 2.404
H 0.348 -2.074 2.781
H 1.291 0.038 3.274
H -0.581 0.430 3.089
H 0.641 0.338 1.710
*
```

Atomic partial charges in e from the Löwdin method, atoms 1 to 2:
1. C -0.16
2. C -0.11

=====

Molecular formula: C14H18N2O3S4
Method: DFT, wB97M-V/def2-TZVPD

Summary:
Electronic energy ... -2471.825595 Eh
Max |F| ... 0.289 hartree/bohr
Relative energy (zero: lowest compared OMol25 entry of this formula, charge and spin) ... 1139.1 kJ/mol
Kohn-Sham gap ... 8.53 eV
LUMO level ... 0.351 eV

```
! RIJCOSX wB97M-V def2-TZVPD def2/J DEFGRID3
* xyz 0 1
C 1.777 -5.327 1.366
H 1.989 -6.328 1.280
H 2.076 -4.810 0.361
H 2.150 -4.881 2.150
S 0.056 -5.329 1.050
C -0.123 -3.548 0.869
C 0.205 -2.649 2.180
C -0.195 -1.187 1.642
N -1.494 -0.955 1.078
S -2.011 0.696 0.994
O -1.444 1.562 1.926
O -3.579 0.477 1.277
C -1.679 0.992 -0.841
C -2.290 2.193 -1.306
C -1.919 2.020 -2.837
C -1.177 0.906 -2.922
S -0.866 -0.076 -1.712
H -0.806 0.611 -3.941
H -2.244 2.942 -3.497
H -2.735 2.991 -0.757
H -2.183 -1.569 1.418
H -0.079 -0.587 2.881
C 0.881 -0.590 0.864
O 1.644 -1.341 0.266
N 0.914 0.633 0.690
H 0.478 1.345 1.345
C 2.285 1.380 -0.061
C 1.306 2.519 -0.800
C 0.684 3.411 -0.270
C 0.293 4.384 -1.387
C 0.688 4.028 -2.624
S 1.800 2.556 -2.599
H 0.679 4.566 -3.535
H -0.321 5.116 -1.329
H 0.315 3.487 0.619
H 2.717 1.910 0.716
H 2.505 0.605 -0.805
H 1.119 -2.662 2.632
H -0.695 -2.897 2.878
H 0.393 -3.332 0.200
H -1.114 -3.264 0.539
*
```

Atomic partial charges in e from the Löwdin method, atoms 1 to 2:
1. C -0.41
2. H 0.00

=====

Q: Which value of electronic energy does entry 7 give?
A: -364.212334 Eh

=====

Q: Look up the relative energy (zero: lowest compared OMol25 entry of this formula, charge and spin) of the fourth one.
A: 141.2 kJ/mol